Formula: C39H30Cl3DyN8OS2
Source: OMol25
Level of theory: ωB97M-V with the def2-TZVPD basis set

The calculation puts the electronic energy at -138211.1300 eV. Its total charge is +2. The value obtained for the max |F| is 1.029 eV/Å. The HOMO-LUMO gap (alpha / beta) is 0.24195 / 0.24323 Ha. The energy above the lowest of the compared OMol25 structures with the same formula, charge and spin is 0.000 eV. The expectation value of S² is 9.33. Its LUMO energy (alpha / beta) is -6.043 / -6.009 eV. As for the spin multiplicity: 6.

Element x y z (Å)
Dy1 0.43 -1.49 -1.90
C1 -3.99 -1.97 -2.80
C2 -4.66 -2.06 -1.58
C3 -3.92 -2.04 -0.42
C4 -2.53 -1.94 -0.47
N1 -1.89 -1.85 -1.66
C5 -2.63 -1.86 -2.79
N2 -1.91 -1.92 0.76
C6 -0.68 -1.79 1.08
N3 0.47 -1.65 0.28
C7 1.58 -1.53 1.13
N4 2.82 -1.35 0.86
C8 3.44 -1.21 -0.36
C9 4.82 -0.96 -0.29
C10 5.57 -0.82 -1.43
C11 4.93 -0.95 -2.67
C12 3.59 -1.20 -2.68
N5 2.83 -1.32 -1.56
C13 1.11 -1.62 2.52
C14 1.81 -1.55 3.71
C15 1.07 -1.62 4.89
C16 -0.32 -1.75 4.86
C17 -1.01 -1.82 3.66
C18 -0.26 -1.76 2.50
H1 -4.53 -1.99 -3.74
H2 -5.74 -2.14 -1.54
H3 -4.38 -2.09 0.56
H4 -2.08 -1.79 -3.73
H5 5.26 -0.87 0.70
H6 6.63 -0.62 -1.38
H7 5.48 -0.86 -3.60
H8 3.06 -1.32 -3.62
H9 2.89 -1.44 3.73
H10 1.58 -1.57 5.84
H11 -0.86 -1.80 5.79
H12 -2.08 -1.92 3.63
Cl1 -7.56 3.17 1.21
C19 -5.88 3.39 0.87
C20 -5.39 4.66 0.57
C21 -4.04 4.82 0.31
C22 -3.17 3.74 0.33
C23 -1.70 3.95 0.03
C24 -1.41 3.96 -1.49
N6 -0.57 2.84 -1.87
C25 0.80 2.83 -1.81
C26 1.19 1.57 -2.13
N7 0.06 0.81 -2.40
C27 -0.97 1.62 -2.23
O1 -1.30 5.16 0.61
C28 -0.07 5.09 1.36
C29 -0.03 3.90 2.27
C30 -0.86 3.71 3.34
Cl2 -2.08 4.79 3.87
S1 -0.59 2.22 4.14
C31 0.66 1.81 3.05
C32 0.86 2.79 2.12
C33 -3.69 2.49 0.64
Cl3 -2.64 1.09 0.76
C34 -5.03 2.30 0.91
H13 -6.06 5.50 0.55
H14 -3.65 5.80 0.11
H15 -1.14 3.12 0.46
H16 -0.88 4.88 -1.73
H17 -2.33 3.95 -2.08
H18 1.37 3.70 -1.55
H19 2.19 1.18 -2.24
H20 -2.01 1.36 -2.36
H21 -0.04 6.02 1.92
H22 0.79 5.06 0.69
H23 1.20 0.88 3.17
H24 1.61 2.73 1.34
H25 -5.41 1.32 1.17
S2 1.27 -3.69 -3.38
C35 2.49 -4.47 -2.45
N8 3.48 -5.08 -3.14
C36 4.50 -5.76 -2.57
C37 4.58 -5.85 -1.21
C38 3.58 -5.24 -0.45
C39 2.55 -4.57 -1.06
H26 3.42 -5.04 -4.15
H27 5.21 -6.21 -3.24
H28 5.40 -6.39 -0.75
H29 3.61 -5.31 0.63
H30 1.75 -4.13 -0.47

Atomic partial charges in e from the Löwdin method, atoms 1 to 6: number 1, Dy, carries 1.505; number 2, C, carries -0.033; number 3, C, carries -0.009; number 4, C, carries 0.007; number 5, C, carries -0.351; number 6, N, carries -0.054